Density functional theory data (ωB97M-V/def2-TZVPD) for a 2-piece molecular cluster, C24H34BN4 overall in a non-equilibrium geometry.

Geometry as XYZ:
```
63
Properties=species:S:1:pos:R:3:forces:R:3
C -0.11467 -6.86383 -4.34391 0.16 -0.05 0.32
N 0.21961 -7.90868 -3.40053 -0.18 -0.43 -0.85
C 1.38826 -8.69897 -3.70958 -0.03 0.28 0.25
C -0.38391 -7.98526 -2.14248 -0.28 0.10 0.81
C -1.59457 -8.70862 -1.99061 0.81 0.39 -0.10
C -2.17224 -8.81325 -0.73685 0.12 0.18 0.00
C -1.61936 -8.16756 0.37270 0.41 0.42 -0.05
C -2.28270 -8.35017 1.71976 -0.41 1.27 0.17
C -1.67603 -7.58838 2.87457 -0.06 0.06 0.28
C -2.36466 -7.22693 3.97330 0.21 -0.82 -1.06
C -1.90550 -6.24595 4.92131 0.88 0.88 1.19
C -2.56339 -6.09233 6.15795 0.25 -0.12 -0.42
C -2.13105 -5.16761 7.09014 0.96 0.86 0.04
C -1.02583 -4.31416 6.80858 -0.43 -0.80 -0.79
N -0.54673 -3.43119 7.78687 -0.18 0.22 0.56
C 0.37885 -3.86567 8.81524 -0.23 -0.14 -0.36
C -0.75748 -2.00091 7.73727 0.04 -0.43 -0.29
C -0.41416 -4.40963 5.53085 -0.20 -0.22 0.71
C -0.80909 -5.39397 4.62978 -0.61 0.05 0.37
C -0.43980 -7.42006 0.21875 -0.23 -0.41 -0.25
C 0.19971 -7.35794 -1.01894 -0.62 -0.33 -0.45
H -1.11189 -6.46681 -4.12173 0.22 -0.07 -0.15
H 0.61496 -6.03934 -4.30913 -0.15 0.07 -0.06
H -0.08921 -7.28429 -5.35671 -0.16 0.16 0.06
H 1.41539 -9.58417 -3.06271 0.05 0.15 -0.24
H 1.33920 -8.99845 -4.76357 0.09 -0.14 0.16
H 2.31694 -8.12760 -3.56827 0.12 -0.14 -0.01
H -2.03157 -9.18957 -2.87517 0.22 0.21 0.40
H -3.07174 -9.41101 -0.61689 0.26 0.30 0.03
H -3.38256 -8.15634 1.65060 0.81 -0.06 0.08
H -0.58612 -7.39402 2.82577 -0.96 0.22 -0.06
H -3.32365 -7.70949 4.19802 -0.04 0.52 -0.40
H -3.41636 -6.72725 6.38879 0.09 0.07 -0.07
H -2.61700 -5.05051 8.06202 0.12 -0.13 -0.33
H 0.44509 -4.96113 8.81841 0.00 0.31 0.08
H 1.38055 -3.44626 8.64403 0.04 -0.11 0.06
H 0.02972 -3.51079 9.79205 0.10 -0.15 0.03
H -1.55393 -1.76676 7.02654 0.10 0.05 0.13
H -1.03932 -1.65301 8.73509 -0.09 0.15 -0.05
H 0.15616 -1.47453 7.44381 0.03 0.21 -0.07
H 0.40297 -3.71920 5.29490 -0.26 -0.35 0.07
H -0.28189 -5.49297 3.68377 -0.20 0.14 0.13
H -0.00090 -6.89579 1.06131 -0.09 -0.10 -0.18
H 1.13934 -6.80807 -1.13665 -0.40 -0.19 0.00
H -2.14649 -9.36157 1.96982 -0.04 -1.95 0.25
B -3.11375 -11.66895 2.55887 1.90 3.88 0.12
H -1.92558 -11.71524 2.27933 -0.55 -0.30 1.07
H -3.68083 -10.85484 3.28142 0.70 -0.93 0.03
C -3.96207 -12.32481 1.54344 -3.56 -3.45 -1.42
N -4.24241 -13.61046 1.96402 0.59 1.18 -0.81
C -3.68685 -14.22184 3.14563 0.24 -0.40 0.81
C -5.16008 -14.19569 1.15908 -0.76 0.42 -1.01
C -5.50946 -13.26652 0.21542 0.33 -0.78 0.95
N -4.80292 -12.12292 0.48904 0.91 0.10 0.87
C -4.97504 -10.90304 -0.28454 -0.24 0.50 -0.64
H -3.94226 -15.28527 3.11502 0.24 0.23 0.14
H -2.60011 -14.10320 3.18225 -0.04 -0.11 -0.19
H -4.09646 -13.78682 4.06807 -0.10 -0.08 -0.30
H -5.50358 -15.20361 1.32456 0.00 0.07 -0.06
H -6.20327 -13.32465 -0.59504 -0.12 0.01 -0.22
H -6.00803 -10.84761 -0.65978 0.33 -0.15 0.32
H -4.79295 -10.02319 0.33273 0.03 -0.20 0.01
H -4.31563 -10.88851 -1.16341 -0.11 -0.11 0.40
```
Positions in Å, forces in eV/Å.

Results
multiplicity	1
energy relative to the best compared isomer or geometry (same formula, charge and spin)	2.751	eV
frontier orbital gap	4.835	eV
charge	+1
molar mass	389.38	g/mol
strongest force on any atom	5.16	eV Å⁻¹
LUMO energy	-0.1635	Eh